1.
{"formula": "C5H8O", "method": "ωB97M-V/def2-TZVPD", "elements": ["C", "C", "O", "C", "C", "C", "H", "H", "H", "H", "H", "H", "H", "H"], "coordinates": [[-1.26235, -0.91744, -0.22332], [-0.43470, 0.37216, -0.12781], [-1.19524, 1.50638, 0.14625], [0.69280, 0.49757, -1.08963], [1.74347, 0.28943, -0.31877], [1.03223, 0.08956, 1.02981], [-1.19511, -1.33755, 0.76329], [-0.65491, -1.55915, -0.89916], [-2.22776, -0.81943, -0.71516], [-1.70046, 1.05799, 0.87817], [0.45081, 0.76026, -2.08487], [2.79215, 0.06918, -0.58972], [0.98649, -0.90194, 1.50115], [0.97257, 0.89298, 1.72977]], "forces_ev_per_angstrom": [[1.963, 0.063, -1.118], [2.678, -1.017, 1.743], [-0.608, -1.469, 1.348], [-0.977, 0.894, 0.179], [0.516, -1.079, 0.631], [-2.681, -0.176, -2.546], [-0.970, -0.585, 0.293], [-0.487, -0.020, 0.557], [-0.213, 0.193, 0.485], [-0.125, 1.725, -0.740], [0.655, 0.130, -1.294], [-0.612, 0.487, 0.237], [0.418, 0.294, -0.192], [0.442, 0.558, 0.418]], "homo_lumo_gap_ev": 9.78, "charge": 0, "e_above_lowest_ev": 3.077, "homo_ev": -8.797, "total_energy_ha": -270.44482, "smiles": "C[C@]1(O)C=CC1"}


2.
{"formula": "C25H19BaI2N7O11", "method": "ωB97M-V/def2-TZVPD", "elements": ["Ba", "O", "C", "C", "C", "C", "C", "C", "C", "O", "N", "N", "C", "C", "C", "C", "C", "C", "C", "O", "H", "H", "H", "H", "H", "H", "H", "H", "H", "H", "O", "C", "O", "C", "C", "C", "C", "C", "C", "O", "N", "O", "O", "N", "O", "O", "H", "H", "I", "I", "C", "N", "C", "C", "O", "N", "C", "N", "H", "H", "H", "H", "H", "H", "H"], "coordinates": [[-0.29333, 0.45705, -0.18631], [4.87019, -1.30415, -1.41936], [4.84076, -1.93088, -0.23482], [5.78234, -2.92831, 0.03858], [5.77982, -3.57323, 1.26406], [4.83992, -3.23519, 2.23734], [3.89385, -2.25809, 1.95160], [3.87085, -1.60912, 0.72207], [2.79624, -0.60206, 0.40740], [1.78404, -0.63256, 1.17912], [3.08589, 0.18070, -0.61969], [2.19906, 1.19912, -1.03869], [1.90925, 2.12114, -0.18427], [0.81322, 3.17658, -0.42901], [1.01170, 4.12751, -1.43279], [0.11436, 5.16644, -1.63324], [-1.01426, 5.25405, -0.82447], [-1.27161, 4.32337, 0.17159], [-0.38860, 3.25280, 0.40663], [-0.66120, 2.33217, 1.29945], [4.16255, -0.59648, -1.35255], [6.51454, -3.16316, -0.72456], [6.52061, -4.33948, 1.46505], [4.84155, -3.73064, 3.20040], [3.13735, -1.97477, 2.67272], [2.32905, 2.07221, 0.82431], [1.88665, 4.03903, -2.06807], [0.28575, 5.88780, -2.42177], [-1.72475, 6.05628, -0.99512], [-2.16505, 4.36664, 0.77962], [-3.25489, -1.86702, -1.79066], [-3.18287, -0.69612, -1.48362], [-2.84316, -0.25203, -0.29435], [-3.55658, 0.39927, -2.46553], [-4.76486, 0.27156, -3.07686], [-5.21371, 1.23198, -3.99659], [-4.41233, 2.31064, -4.33370], [-3.16652, 2.42986, -3.77406], [-2.64371, 1.49318, -2.78822], [-1.51658, 1.61531, -2.25614], [-2.34468, 3.54006, -4.25600], [-1.14661, 3.39959, -4.31474], [-2.93264, 4.52931, -4.69496], [-6.50415, 1.09536, -4.60806], [-7.22900, 0.17147, -4.25534], [-6.84359, 1.90135, -5.46981], [-5.39500, -0.57550, -2.84583], [-4.75442, 3.04399, -5.04784], [-2.35796, -1.97258, 1.22576], [-1.59866, -3.80294, 3.30579], [2.21763, -5.64802, -0.53581], [1.60038, -4.47954, -1.10095], [1.51896, -4.18367, -2.51096], [0.84030, -2.79763, -2.48734], [0.57660, -2.17019, -3.48642], [0.60478, -2.44333, -1.17957], [1.05683, -3.43297, -0.42377], [0.99286, -3.39772, 0.89879], [3.06535, -5.94391, -1.15561], [1.52842, -6.49548, -0.45947], [2.61950, -5.42680, 0.45451], [0.91968, -4.90185, -3.07282], [2.50924, -4.09808, -2.96424], [0.89184, -2.47970, 1.32035], [1.35429, -4.13533, 1.47256]], "forces_ev_per_angstrom": [[-0.981, -1.550, -0.748], [0.995, -1.072, 0.057], [0.175, 0.075, -0.476], [0.028, -0.034, 0.052], [-0.075, 0.076, -0.026], [-0.051, 0.055, -0.074], [-0.014, -0.039, -0.060], [-0.045, 0.046, -0.269], [0.090, -0.046, 0.832], [-0.063, 0.638, -0.541], [-0.372, 0.727, 0.276], [-0.110, 0.313, 0.850], [-0.409, 0.341, -0.099], [0.387, -0.179, 0.279], [-0.205, -0.111, 0.035], [0.215, -0.142, -0.023], [-0.228, -0.170, 0.255], [0.292, 0.322, -0.543], [1.049, -0.439, 0.335], [0.407, 0.854, -0.190], [-0.394, 0.584, -0.140], [-0.017, -0.018, 0.006], [-0.008, 0.006, 0.009], [0.007, 0.017, -0.001], [0.001, -0.040, 0.028], [0.049, 0.059, 0.019], [-0.010, -0.008, 0.042], [-0.031, -0.031, -0.006], [-0.003, 0.002, 0.020], [-0.024, 0.026, 0.014], [-0.135, -0.192, -0.085], [-0.049, 0.509, 0.057], [-0.115, -0.579, -0.021], [0.259, -0.004, -0.084], [-0.203, 0.022, -0.021], [-0.032, 0.077, -0.042], [-0.127, -0.007, -0.071], [0.219, -0.182, 0.354], [0.221, 0.123, 0.155], [-0.466, -0.248, -0.089], [-0.334, -0.229, -0.574], [0.215, 0.024, 0.214], [0.019, 0.051, 0.273], [-0.028, -0.040, -0.076], [0.044, -0.033, 0.063], [0.047, 0.072, 0.023], [0.001, -0.021, -0.025], [0.005, -0.008, 0.014], [-0.232, -0.014, 0.171], [-0.113, 0.107, -0.113], [0.065, 0.073, 0.006], [-0.140, -0.071, 0.083], [0.033, 0.140, 0.098], [-0.037, -0.092, -0.063], [0.022, 0.013, 0.088], [0.023, 0.286, -0.111], [0.208, -0.015, -0.263], [-0.027, 0.029, 0.254], [-0.009, 0.003, -0.023], [-0.010, 0.015, 0.007], [-0.005, 0.003, -0.017], [-0.048, -0.008, 0.003], [0.019, -0.023, -0.024], [0.053, -0.029, -0.040], [0.002, -0.017, -0.035]], "homo_lumo_gap_ev": 6.42, "charge": -2, "e_above_lowest_ev": 1.702, "homo_ev": -2.962, "total_energy_ha": -2796.03811}